Record 1
Molecular formula: C42H34CsF3IN6O5Sb
Method: DFT, ωB97M-V with the def2-TZVPD basis set

* HOMO (spin up / spin down): -0.6 / -0.1 eV
* relative energy (zero: lowest compared OMol25 entry of this formula, charge and spin): 707.5 kJ/mol
* gap between HOMO and LUMO (spin up / spin down): 4.16 / 3.65 eV
* lowest unoccupied orbital energy (spin up / spin down): 3.55 / 3.56 eV
* charge: -2

The geometry in XYZ format:
```
93
C42H34CsF3IN6O5Sb, DFT ωB97M-V with the def2-TZVPD basis set
Cs 0.21220 0.03120 -2.44003
C -0.92294 -4.84472 -6.28039
C -1.89886 -3.73218 -6.05361
N -2.73635 -3.47975 -7.08618
C -3.67022 -2.56716 -6.93168
C -3.92081 -1.79745 -5.76880
C -5.07710 -0.81255 -5.76828
O -5.12655 -0.16015 -4.49905
C -3.08021 -2.04724 -4.69096
C -3.19218 -1.22231 -3.44818
N -3.29148 -1.51274 -2.24052
C -3.50527 -2.49596 -1.34023
C -3.14860 -3.87288 -1.47899
C -3.73620 -4.84770 -0.73396
C -4.56949 -4.49210 0.33510
C -4.84075 -3.18610 0.60861
C -4.23571 -2.17088 -0.08342
I -4.47393 -0.25766 0.65669
C -1.95290 -2.96994 -4.80651
O -1.04509 -3.08411 -3.92458
H -1.17740 -5.16296 -7.28103
H -1.06405 -5.67135 -5.59849
H 0.13601 -4.55413 -6.17832
H -4.29752 -2.53134 -7.81993
H -5.96153 -1.39291 -5.94624
H -4.92237 -0.15637 -6.64647
H -6.04735 -0.06441 -4.20958
H -3.14490 -0.13486 -3.65911
H -2.53107 -4.06446 -2.36743
H -3.69174 -5.88821 -1.00646
H -5.06421 -5.29674 0.94653
H -5.54482 -3.05602 1.40673
N 3.58162 -1.70133 0.98982
N 2.60992 -1.61856 1.98412
C 1.57140 -0.70246 1.76501
O 0.75081 -0.63877 2.80525
O 1.36305 -0.23035 0.66894
H 3.12184 -1.72950 0.09178
H 4.18109 -2.52201 1.22371
H 2.64247 -2.07141 2.89429
O 0.54970 2.86820 -2.45745
C 1.32029 3.73177 -2.97322
C 1.17257 5.14462 -2.72016
C 2.06263 6.03205 -3.16167
C 3.28689 5.64272 -3.78042
C 3.56030 4.29981 -4.01180
C 2.48477 3.38825 -3.90818
C 2.39479 2.27464 -4.82742
N 1.79185 1.12547 -4.60524
C 1.96429 0.33741 -5.75831
C 2.67595 1.07660 -6.70230
N 2.90361 2.32151 -6.11468
H 0.25669 5.40006 -2.16139
H 1.87436 7.11012 -3.16707
H 3.98402 6.48872 -4.01178
H 4.51487 3.89841 -4.31269
H 1.60577 -0.67782 -5.80372
H 3.02516 0.88669 -7.68642
H 3.18240 3.21972 -6.48581
F 6.31950 3.13951 6.44986
C 5.13663 2.58337 6.03783
C 5.12617 2.00896 4.76190
C 3.96969 1.46582 4.25600
C 2.74856 1.59965 4.99613
C 2.76111 2.25047 6.24041
C 3.96258 2.72360 6.76282
Sb 1.06180 0.36838 4.52237
C 0.80972 -1.22015 5.97988
C 1.99457 -1.57008 6.73481
C 2.02755 -2.64299 7.59602
C 0.82852 -3.36414 7.74042
F 0.89761 -4.53137 8.36689
C -0.34926 -2.91926 7.13641
C -0.37849 -1.90529 6.18037
C -0.27790 1.98749 3.92517
C -1.59576 1.91660 4.38936
C -2.35231 3.07907 4.46849
C -1.77355 4.28286 4.03674
F -2.59803 5.40592 4.00908
C -0.50494 4.35668 3.41581
C 0.28686 3.16689 3.38219
H 6.04433 1.95791 4.16907
H 3.99378 0.81451 3.36539
H 1.82502 2.47018 6.79597
H 4.04476 3.08662 7.76213
H 2.84217 -0.88291 6.52117
H 2.95170 -2.99634 8.09669
H -1.25973 -3.49140 7.41644
H -1.28804 -1.52514 5.68072
H -1.99881 0.95237 4.69819
H -3.38939 3.11904 4.79660
H -0.12310 5.24897 2.87211
H 1.34693 3.20577 2.99815
```

---

Record 2
Molecular formula: C42H34N2O4S5SiTa
Method: DFT, ωB97M-V with the def2-TZVPD basis set

* HOMO: -10.6 eV
* relative energy (zero: lowest compared OMol25 entry of this formula, charge and spin): 65.9 kJ/mol
* gap between HOMO and LUMO: 6.48 eV
* lowest unoccupied orbital energy: -4.10 eV
* charge: +1

The geometry in XYZ format:
```
89
C42H34N2O4S5SiTa, DFT ωB97M-V with the def2-TZVPD basis set
Ta 0.49227 -0.50198 -0.26814
O -0.63875 -0.28560 1.69815
C -1.40544 -1.41489 2.24273
C -1.23088 -2.51538 1.19606
O -1.59922 -3.63820 1.22285
O -0.58965 -1.99153 0.10604
C -2.88986 -1.10392 2.30431
C -3.70186 -1.93784 3.07074
C -5.06762 -1.72362 3.10955
C -5.63129 -0.67672 2.39030
C -4.82497 0.14354 1.62229
C -3.45598 -0.07588 1.56845
C -0.78760 -1.75899 3.58135
C -1.05401 -0.91798 4.66118
C -0.41918 -1.11717 5.87394
C 0.48024 -2.16408 6.01987
C 0.73688 -3.00963 4.95287
C 0.11064 -2.80649 3.73194
H -0.63026 0.42190 2.35819
H -3.26586 -2.75421 3.63071
H -5.69400 -2.37555 3.70151
H -6.69856 -0.50901 2.42678
H -5.25415 0.95608 1.05109
H -2.85030 0.55636 0.93809
H -1.78504 -0.12362 4.55987
H -0.63616 -0.46498 6.70842
H 0.97426 -2.32379 6.96773
H 1.42496 -3.83530 5.06794
H 0.31763 -3.48426 2.91466
O 7.11037 -1.80023 -2.20270
C 5.97571 -1.65022 -1.87985
S 5.36665 -1.95813 -0.22756
C 3.72328 -1.47180 -0.56046
C 3.41369 -1.09417 -1.80904
S 1.79273 -0.61357 -2.26552
S 4.69489 -1.07480 -2.99514
S 2.47068 -1.52328 0.64090
C -3.23520 4.50294 -0.83572
C -3.20182 4.10004 -2.16141
C -2.56249 2.92216 -2.51517
C -1.94219 2.11093 -1.55554
C -1.98594 2.54913 -0.23368
C -2.62175 3.72429 0.13260
Si -1.18662 0.48987 -2.19192
C -2.53472 -0.81393 -2.31570
C -3.88112 -0.44049 -2.30049
C -4.88772 -1.38796 -2.41632
C -4.56348 -2.72911 -2.54830
C -3.23160 -3.11909 -2.57815
C -2.23232 -2.16923 -2.46513
C -0.50478 0.87603 -3.89723
C 0.52848 1.80423 -4.06446
C 0.99432 2.14495 -5.32037
C 0.42668 1.56148 -6.44663
C -0.60771 0.65221 -6.30590
C -1.07095 0.31545 -5.04122
H -3.73611 5.42017 -0.55893
H -3.66835 4.70776 -2.92484
H -2.53907 2.63342 -3.55860
H -1.52083 1.96489 0.55321
H -2.63811 4.03467 1.16858
H -4.15624 0.60190 -2.18629
H -5.92420 -1.07921 -2.40567
H -5.34615 -3.47095 -2.62760
H -2.97453 -4.16286 -2.68857
H -1.19833 -2.49788 -2.49711
H 0.95705 2.28821 -3.19132
H 1.79288 2.86657 -5.42998
H 0.78661 1.82531 -7.43177
H -1.05835 0.20509 -7.18179
H -1.87899 -0.39921 -4.94752
N 3.50983 1.82533 -0.80304
C 2.89858 1.68662 0.35796
S 1.14392 1.82126 0.39782
N 3.54157 1.50364 1.49898
C 4.92160 1.21167 1.69479
C 5.92807 1.84410 0.97932
C 7.24710 1.46917 1.19899
C 7.55730 0.49889 2.13694
C 6.54597 -0.08937 2.88206
C 5.22520 0.26207 2.66367
H 2.93193 1.81947 -1.63134
H 4.49341 1.61796 -0.90606
H 2.93267 1.32397 2.28404
H 5.71852 2.66596 0.30899
H 8.03374 1.95900 0.64316
H 8.58615 0.21108 2.29696
H 6.78331 -0.83212 3.62998
H 4.43056 -0.21151 3.22561
```

---

Record 3
Molecular formula: C42H35As2Cl5IrN3O3
Method: DFT, ωB97M-V with the def2-TZVPD basis set

* HOMO: -12.8 eV
* relative energy (zero: lowest compared OMol25 entry of this formula, charge and spin): 189.5 kJ/mol
* gap between HOMO and LUMO: 6.22 eV
* lowest unoccupied orbital energy: -6.62 eV
* charge: +2

The geometry in XYZ format:
```
91
C42H35As2Cl5IrN3O3, DFT ωB97M-V with the def2-TZVPD basis set
Ir 0.63335 0.56400 0.02487
Cl -3.38423 6.64176 -0.27555
C -2.71591 5.10106 0.04908
C -1.47122 4.75925 -0.45998
Cl -0.56848 5.82828 -1.44855
C -0.96486 3.50269 -0.17204
Cl 0.56692 2.98085 -0.82749
C -1.60964 2.55632 0.61244
O -1.11654 1.35224 0.85897
C -2.87086 2.91851 1.11374
Cl -3.72660 1.77798 2.07359
C -3.41517 4.16539 0.82639
Cl -4.97155 4.55682 1.41438
O 4.25497 -5.38651 -1.13590
N 4.95491 -4.47410 -0.75243
O 6.11750 -4.54064 -0.44272
C 4.32542 -3.13593 -0.69948
C 5.10431 -2.08581 -1.02119
C 4.56466 -0.75730 -1.01345
C 5.31215 0.39203 -1.29762
C 4.69066 1.61148 -1.19978
C 3.34546 1.69185 -0.83964
N 2.59362 0.61524 -0.59574
C 3.22251 -0.59261 -0.67296
C 2.42084 -1.71144 -0.32910
N 1.13780 -1.40546 0.00126
C 0.35117 -2.41158 0.36574
C 0.78689 -3.73139 0.41386
C 2.07697 -4.05020 0.06721
C 2.93759 -3.01163 -0.32809
H 6.14402 -2.24635 -1.27407
H 6.35711 0.31242 -1.56788
H 5.22655 2.53050 -1.38861
H 2.89010 2.66248 -0.75348
H -0.66209 -2.16514 0.62842
H 0.08968 -4.49757 0.72216
H 2.42129 -5.07254 0.08872
C -1.05756 0.11232 3.64686
C 0.01615 1.19489 3.57372
As 1.42310 0.75766 2.32913
C 2.25839 -0.87523 2.98529
C 2.39339 -0.95294 4.50533
C 2.74545 2.17708 2.48837
C 3.44500 2.31984 3.83852
H -1.84467 0.42054 4.33366
H -0.64872 -0.82982 4.01869
H -1.51813 -0.05696 2.67566
H 0.51438 1.32374 4.53680
H -0.38695 2.15884 3.26489
H 3.23030 -0.94152 2.48873
H 1.65503 -1.70787 2.62020
H 3.05252 -0.18579 4.90360
H 2.81059 -1.92161 4.78034
H 1.42865 -0.86280 5.00214
H 2.19638 3.08792 2.23295
H 3.47402 2.00928 1.69467
H 2.74589 2.29857 4.67432
H 3.96875 3.27438 3.88322
H 4.18476 1.53513 3.99122
C -0.61981 -3.31114 -4.75647
C -1.26432 -3.74777 -3.60958
C -1.52132 -2.85699 -2.57415
C -1.12436 -1.53031 -2.69112
C -0.47269 -1.09343 -3.84083
C -0.23310 -1.98159 -4.87696
As -1.42951 -0.24305 -1.27921
C -2.48356 1.11217 -2.11561
C -2.05653 2.17249 -2.89668
C -3.00519 3.05212 -3.40214
C -4.35181 2.86008 -3.11526
C -4.76900 1.80509 -2.31664
C -3.82852 0.92120 -1.80011
C -4.11063 -0.19054 -0.86514
C -5.38313 -0.55497 -0.44433
C -5.54812 -1.56714 0.48539
C -4.44744 -2.21351 1.02699
C -3.16770 -1.86691 0.61413
C -3.00070 -0.87682 -0.34462
H -0.42579 -4.00420 -5.56371
H -1.58132 -4.77862 -3.52506
H -2.07003 -3.19594 -1.70238
H -0.16565 -0.05761 -3.94290
H 0.24762 -1.63685 -5.78256
H -1.00626 2.32282 -3.11540
H -2.69584 3.88648 -4.01750
H -5.08594 3.54648 -3.51523
H -5.81986 1.69314 -2.08593
H -6.25205 -0.03990 -0.83097
H -6.54447 -1.84717 0.79962
H -4.58426 -2.98539 1.77185
H -2.33474 -2.37277 1.07904
```

---

Record 4
Molecular formula: C42H35CrN2O4P2
Method: DFT, ωB97M-V with the def2-TZVPD basis set

* HOMO (spin up / spin down): -12.8 / -13.0 eV
* gap between HOMO and LUMO (spin up / spin down): 6.23 / 6.28 eV
* multiplicity: 4
* lowest unoccupied orbital energy (spin up / spin down): -6.61 / -6.69 eV
* charge: +2

The geometry in XYZ format:
```
86
C42H35CrN2O4P2, DFT ωB97M-V with the def2-TZVPD basis set
Cr 7.55808 -21.40124 -6.16467
C 7.56187 -24.67876 -6.64745
O 8.02600 -23.52399 -5.91362
C 9.07782 -23.65835 -5.00809
C 9.72572 -24.85167 -4.74288
C 10.76535 -24.90779 -3.85910
C 11.11590 -23.73584 -3.16311
C 10.44311 -22.52400 -3.39573
C 9.34872 -22.54949 -4.26194
N 8.51534 -21.41505 -4.48977
N 8.59558 -20.47411 -3.63445
C 8.25943 -19.22391 -3.99521
C 8.17501 -18.80679 -5.34598
O 8.18580 -19.67612 -6.32056
C 8.10335 -17.44384 -5.63797
C 7.97468 -16.53302 -4.63192
C 7.99283 -16.91885 -3.24260
C 7.80466 -15.94617 -2.20817
C 7.84623 -16.38199 -0.89057
C 8.04056 -17.72803 -0.64353
C 8.15778 -18.73567 -1.63261
C 8.19474 -18.28976 -2.93464
H 8.34060 -25.06049 -7.29620
H 6.76818 -24.35063 -7.32618
H 7.15789 -25.42851 -5.96722
H 9.42943 -25.71555 -5.34966
H 11.32402 -25.83358 -3.71153
H 11.88422 -23.79277 -2.42487
H 10.78849 -21.62316 -2.90923
H 8.02491 -17.10248 -6.66120
H 7.81617 -15.52859 -4.94154
H 7.53477 -14.91745 -2.44190
H 7.76503 -15.66220 -0.12640
H 8.06382 -18.07274 0.40214
H 8.19239 -19.77782 -1.39538
O 6.60375 -21.46887 -7.80189
P 6.62609 -21.80223 -9.33247
C 6.31706 -20.31978 -10.24880
P 5.15900 -19.56706 -5.34027
O 5.83089 -20.93330 -5.25140
C 4.98818 -19.72656 -9.93103
C 4.80366 -18.75377 -8.98181
C 3.54629 -18.23129 -8.78221
C 2.45543 -18.76317 -9.42329
C 2.60357 -19.82042 -10.30458
C 3.86706 -20.26320 -10.59920
C 3.64594 -19.95444 -4.48900
C 3.73445 -20.79168 -3.38965
C 2.62897 -21.35491 -2.85596
C 1.37204 -21.13770 -3.47511
C 1.31884 -20.24173 -4.52918
C 2.43311 -19.63799 -5.04598
C 8.29404 -22.33162 -9.61644
C 9.27942 -21.39778 -9.37019
C 10.63395 -21.70232 -9.43146
C 10.99093 -23.04371 -9.64397
C 9.99991 -23.97409 -9.93403
C 8.67012 -23.62900 -9.89406
C 5.35598 -23.02924 -9.60729
C 5.16389 -23.76622 -10.75884
C 4.14527 -24.69385 -10.82506
C 3.27512 -24.90205 -9.71046
C 3.48990 -24.10862 -8.58814
C 4.50012 -23.16074 -8.52128
H 6.30877 -20.67719 -11.32656
H 7.19253 -19.66685 -10.09736
H 5.60838 -18.32849 -8.45889
H 3.43000 -17.39011 -8.10654
H 1.46523 -18.33498 -9.15891
H 1.72575 -20.22078 -10.81615
H 4.05126 -21.10346 -11.24874
H 4.70373 -21.02318 -3.03180
H 2.67817 -22.02892 -1.99548
H 0.43428 -21.53842 -3.06277
H 0.31884 -19.98657 -4.92019
H 2.28485 -18.98335 -5.87468
H 9.03298 -20.36895 -9.24287
H 11.38289 -20.92669 -9.24968
H 11.99911 -23.38432 -9.57438
H 10.20381 -25.04239 -10.14224
H 7.87564 -24.36876 -10.12675
H 5.81828 -23.58563 -11.61513
H 4.07022 -25.32689 -11.73926
H 2.42710 -25.60555 -9.78154
H 2.85344 -24.28944 -7.71170
H 4.57304 -22.61054 -7.60173
```

---

Record 5
Molecular formula: C42H35F3MoN3O8PS4Te
Method: DFT, ωB97M-V with the def2-TZVPD basis set

* HOMO (spin up / spin down): -6.9 / -8.3 eV
* gap between HOMO and LUMO (spin up / spin down): 6.11 / 6.98 eV
* multiplicity: 3
* lowest unoccupied orbital energy (spin up / spin down): -0.77 / -1.32 eV

The geometry in XYZ format:
```
98
C42H35F3MoN3O8PS4Te, DFT ωB97M-V with the def2-TZVPD basis set
Mo 1.90078 0.51346 -0.19462
S -0.08529 -0.76053 -0.96392
C -0.89915 -1.34950 0.42022
N -1.99147 -2.13393 0.25728
C -2.54643 -2.81751 1.41729
C -2.53359 -1.87570 2.59138
N -1.18099 -1.38164 2.80841
C -0.63568 -1.47923 4.16441
C -0.33451 -2.91588 4.52079
C 0.70114 -3.57574 3.85815
C 0.96911 -4.90741 4.12908
C 0.20616 -5.59465 5.06825
C -0.82171 -4.94426 5.73354
C -1.09109 -3.60690 5.45734
C -0.43120 -1.05367 1.72701
S 1.08703 -0.27591 1.97373
C -2.63764 -2.38144 -1.02484
C -4.03315 -1.79848 -1.07052
C -5.07355 -2.50849 -1.65334
C -6.34993 -1.96307 -1.72065
C -6.59635 -0.70445 -1.19129
C -5.55939 0.00987 -0.60203
C -4.28474 -0.53397 -0.54560
H -1.95474 -3.71085 1.64525
H -3.56743 -3.12083 1.18870
H -2.86827 -2.38498 3.49318
H -3.20702 -1.03565 2.39330
H -1.35568 -1.04544 4.85962
H 0.26961 -0.87968 4.21105
H 1.29815 -3.03703 3.12778
H 1.77645 -5.41012 3.61142
H 0.41680 -6.63509 5.28012
H -1.41512 -5.47438 6.46772
H -1.89128 -3.09580 5.98291
H -2.67321 -3.45992 -1.20069
H -2.02846 -1.94578 -1.81467
H -4.88550 -3.49605 -2.06084
H -7.15246 -2.52645 -2.17914
H -7.59178 -0.28151 -1.23580
H -5.74234 0.99686 -0.19464
H -3.47010 0.03551 -0.10888
O 3.89847 0.27322 -4.20691
S 3.51580 1.06137 -3.07485
O 4.56880 1.53738 -2.20524
O 2.47370 0.31217 -2.24460
C 2.63953 2.46559 -3.70472
C 3.16645 3.00513 -4.87473
C 2.55828 4.09637 -5.46763
C 1.40017 4.61791 -4.91371
C 0.86002 4.05816 -3.76736
C 1.48344 2.99304 -3.12467
P 0.63465 2.28923 -1.65135
C -0.20931 3.52446 -0.63007
C -1.05755 3.02444 0.35553
C -1.71937 3.88478 1.21647
C -1.53366 5.25555 1.09789
C -0.66756 5.75537 0.13535
C 0.00653 4.89215 -0.71716
C -0.78714 1.61639 -2.66865
C -2.10734 2.03801 -2.54648
C -3.09734 1.54370 -3.39439
C -2.78309 0.61914 -4.37456
C -1.46211 0.20178 -4.51884
C -0.47972 0.70233 -3.68438
H 4.04603 2.55446 -5.31359
H 2.97521 4.52394 -6.36998
H 0.89918 5.45313 -5.38655
H -0.07341 4.44600 -3.37647
H -1.18360 1.95089 0.46287
H -2.36746 3.48640 1.98697
H -2.04712 5.93243 1.76883
H -0.49585 6.82156 0.06202
H 0.72601 5.28393 -1.42411
H -2.38478 2.76917 -1.80165
H -4.11755 1.89054 -3.28129
H -3.55434 0.23408 -5.02981
H -1.19476 -0.51075 -5.28943
H 0.54157 0.36087 -3.81990
Te 4.62340 0.57167 0.32967
C 4.85678 0.14804 2.36866
C 5.85721 0.72714 3.09789
C 5.96573 0.19279 4.41090
C 5.06241 -0.80303 4.62892
S 4.07534 -1.07273 3.26821
H 6.49256 1.51367 2.71276
H 6.68310 0.52647 5.14702
H 4.92183 -1.38548 5.52652
F 3.41648 -4.49166 -0.03623
C 3.62421 -3.60024 -1.02175
F 2.65173 -3.74107 -1.91606
F 4.78209 -3.88924 -1.60646
C 3.64569 -2.18565 -0.40365
O 4.73570 -1.78245 0.03432
O 2.52650 -1.61875 -0.34141
O 4.07153 2.50245 0.64990
N 2.79302 2.42815 0.05722
O 2.56407 3.40277 -0.75449
O 1.84386 2.13906 0.99880
```